Here is a 2-piece molecular cluster, C2H8S overall from OMol25. Energies are from wB97M-V/def2-TZVPD.

Structure (ORCA input):
```
! RIJCOSX wB97M-V def2-TZVPD def2/J DEFGRID3
* xyz 0 1
C 2.55 0.01 0.04
H 2.51 0.09 1.12
H 3.26 0.72 -0.39
H 1.62 0.24 -0.48
H 2.81 -1.00 -0.28
C -1.37 -0.11 1.06
S -0.79 0.12 -0.62
H -0.72 -0.71 1.69
H -1.45 0.87 1.55
H -2.36 -0.55 1.13
H -1.20 -1.06 -1.10
*
```

## Properties
* F_max: 0.0219 Eh/bohr
* SMILES string: CS.C
* HOMO-LUMO gap: 9.920 eV

Here is C5H10N2O in the gas phase from OMol25. Energies are from wB97M-V/def2-TZVPD.

Structure (ORCA input):
```
! RIJCOSX wB97M-V def2-TZVPD def2/J DEFGRID3
* xyz 0 1
C 1.01 0.28 0.82
C 0.10 -0.79 0.30
C 2.31 0.09 1.51
C -2.24 -0.30 -0.73
C -0.83 0.19 -0.46
N 0.04 0.44 -1.71
O 0.35 1.38 1.00
N -0.83 1.41 0.28
H -0.03 1.41 -1.98
H -0.27 -0.13 -2.49
H 0.62 -1.48 -0.36
H -0.42 -1.36 1.08
H 2.66 1.03 1.93
H 2.21 -0.63 2.32
H 3.06 -0.29 0.81
H -2.81 0.48 -1.25
H -2.22 -1.22 -1.32
H -2.74 -0.51 0.23
*
```

## Properties
* F_max: 0.0385 Eh/bohr
* HOMO-LUMO gap (alpha / beta): 7.545 / 8.417 eV